Entry a
The following is a quantum chemistry calculation of one molecule with the formula C3H4S2, from the Open Molecules 2025 dataset.

CARTESIAN COORDINATES (ANGSTROEM)
C (1.414, 2.458, -0.269)
C (-0.934, -0.555, -0.585)
C (0.248, -1.063, -0.922)
S (0.710, 1.677, -1.429)
S (1.348, -0.384, -2.087)
H (2.408, 2.317, 0.112)
H (-1.460, -0.892, 0.293)
H (-1.423, 0.227, -1.137)
H (0.681, -1.835, -0.291)

Values from the calculation:
Spin multiplicity ... 3
Kohn-Sham gap (alpha / beta) ... 6.28 / 4.83 eV
M ... 104.2 g/mol
Lowest unoccupied orbital energy (alpha / beta) ... 0.110 / -3.303 eV


Entry b
The following is a quantum chemistry calculation of one molecule with the formula C3H4S2, from the Open Molecules 2025 dataset.

CARTESIAN COORDINATES (ANGSTROEM)
C (-0.214, 0.714, 0.621)
C (0.428, -0.128, -0.503)
C (-0.809, -0.364, -1.290)
S (-1.915, 0.555, -0.050)
S (0.364, 0.719, -2.112)
H (-0.026, 0.412, 1.700)
H (0.178, 1.655, 0.663)
H (1.281, -0.726, -0.097)
H (-1.041, -1.193, -1.841)

Values from the calculation:
Spin multiplicity ... 3
Kohn-Sham gap (alpha / beta) ... 5.90 / 6.52 eV
M ... 104.2 g/mol
Lowest unoccupied orbital energy (alpha / beta) ... 0.868 / -2.559 eV


The structure with the greatest stability is entry b.


Entry a
The following is a quantum chemistry calculation of a 2-piece molecular cluster, C2H3FS2 overall, from the Open Molecules 2025 dataset.

CARTESIAN COORDINATES (ANGSTROEM)
C (-1.411, 0.488, 0.495)
C (-1.804, -0.607, 0.182)
F (2.720, 0.978, 0.299)
S (1.393, -1.679, 0.030)
S (1.158, 0.203, -0.038)
H (-1.049, 1.488, 0.686)
H (1.103, 0.683, -1.458)
H (-2.109, -1.554, -0.196)

Values from the calculation:
Kohn-Sham gap ... 8.77 eV
M ... 110.2 g/mol
Lowest unoccupied orbital energy ... -0.507 eV


Entry b
The following is a quantum chemistry calculation of a 2-piece molecular cluster, C2H3FS2 overall, from the Open Molecules 2025 dataset.

CARTESIAN COORDINATES (ANGSTROEM)
C (-1.574, 0.530, -0.059)
C (1.597, -0.460, 0.070)
F (2.803, -0.888, -0.021)
S (1.047, 1.040, -0.156)
S (-1.629, -1.087, -0.087)
H (-2.024, 1.063, 0.682)
H (-1.297, 1.202, -0.809)
H (1.077, -1.400, 0.380)

Values from the calculation:
Kohn-Sham gap ... 8.33 eV
M ... 110.2 g/mol
Structure (SMILES) ... FC=S.C=S
Lowest unoccupied orbital energy ... -0.419 eV


The structure with the greatest stability is entry b.


Entry a
The following is a quantum chemistry calculation of C6H6N2 as an isolated structure, from the Open Molecules 2025 dataset.

CARTESIAN COORDINATES (ANGSTROEM)
C (4.100, -0.483, -0.082)
C (3.006, 0.088, 0.141)
C (1.651, 0.618, 0.200)
C (-0.706, 0.454, -0.232)
C (-1.656, -0.450, 0.235)
C (-3.113, -0.072, 0.204)
H (5.351, -0.808, 0.402)
H (1.804, 1.481, -0.674)
H (1.499, 1.247, 1.150)
H (0.393, -1.343, -0.242)
H (-1.376, 1.556, -0.323)
H (-1.490, -1.531, 0.105)
N (0.582, -0.179, -0.410)
N (-4.278, -0.039, -0.049)

Values from the calculation:
Kohn-Sham gap ... 9.55 eV
M ... 106.1 g/mol
Lowest unoccupied orbital energy ... 0.407 eV


Entry b
The following is a quantum chemistry calculation of one molecule with the formula C6H6N2, from the Open Molecules 2025 dataset.

CARTESIAN COORDINATES (ANGSTROEM)
C (1.154, -0.377, -0.366)
C (0.554, 0.881, -0.120)
C (-1.012, -0.919, -0.406)
C (0.899, 1.788, 0.807)
C (-1.474, -1.278, 0.797)
N (1.956, -1.167, -0.781)
C (-0.778, 0.705, -0.797)
N (-1.523, 1.389, -1.446)
H (2.729, -0.969, -1.412)
H (-1.175, -1.535, -1.284)
H (1.732, 1.633, 1.480)
H (0.303, 2.683, 0.913)
H (-1.293, -0.665, 1.675)
H (-2.074, -2.169, 0.939)

Values from the calculation:
Kohn-Sham gap (alpha / beta) ... 6.17 / 8.63 eV
M ... 106.1 g/mol
Lowest unoccupied orbital energy (alpha / beta) ... -0.841 / -0.416 eV


The structure with the greatest stability is entry b.


Entry a
The following is a quantum chemistry calculation of one molecule with the formula C6H6N2, from the Open Molecules 2025 dataset.

CARTESIAN COORDINATES (ANGSTROEM)
C (1.855, 0.821, 0.115)
C (0.881, -0.159, 0.539)
C (0.360, -0.912, -0.677)
C (-1.090, -0.769, -0.229)
C (-0.627, 0.375, 0.753)
C (-1.027, 1.629, 0.161)
H (1.213, -0.816, 1.343)
H (0.702, -1.956, -0.819)
H (0.422, -0.294, -1.552)
H (-1.753, -0.523, -1.096)
H (-1.434, -1.669, 0.318)
H (-0.986, 0.190, 1.766)
N (2.755, 1.468, -0.215)
N (-1.271, 2.615, -0.406)

Values from the calculation:
Kohn-Sham gap ... 11.87 eV
M ... 106.1 g/mol
Structure (SMILES) ... N#C[C@@H]1CC[C@@H]1C#N
Lowest unoccupied orbital energy ... 0.471 eV


Entry b
The following is a quantum chemistry calculation of one molecule with the formula C6H6N2, from the Open Molecules 2025 dataset.

CARTESIAN COORDINATES (ANGSTROEM)
C (0.284, -2.079, -1.602)
C (0.600, -0.669, -1.627)
C (0.335, 0.023, -0.347)
C (-1.140, 0.136, 1.318)
C (-0.645, 1.496, 1.565)
C (0.451, 1.913, 0.826)
H (0.688, -2.648, -2.322)
H (-0.056, -2.694, -0.564)
H (1.330, -0.314, -2.470)
H (-2.002, -0.626, 1.747)
H (-0.900, 2.033, 2.440)
H (0.851, 2.896, 0.885)
N (-0.670, -0.685, 0.372)
N (0.874, 1.216, -0.221)

Values from the calculation:
Kohn-Sham gap ... 8.85 eV
M ... 106.1 g/mol
Structure (SMILES) ... C=Cc1ncccn1
Lowest unoccupied orbital energy ... 0.023 eV


Entry c
The following is a quantum chemistry calculation of one molecule with the formula C6H6N2, from the Open Molecules 2025 dataset.

CARTESIAN COORDINATES (ANGSTROEM)
C (0.388, -1.604, -2.958)
C (0.078, -1.262, -1.725)
C (-0.308, -0.370, -0.637)
C (0.414, 1.706, 1.097)
C (-0.476, 0.526, 1.483)
C (-0.082, -0.751, 0.832)
H (0.637, -2.350, -3.825)
H (0.752, 2.577, 1.729)
H (1.218, 1.492, 0.403)
H (-0.978, 0.610, 2.362)
H (0.889, -1.111, 0.729)
H (-0.810, -1.573, 1.028)
N (-0.805, 0.740, -0.876)
N (-0.917, 1.369, 0.358)

Values from the calculation:
Kohn-Sham gap ... 9.26 eV
M ... 106.1 g/mol
Structure (SMILES) ... C#CC1=NN2C[C@@H]2C1
Lowest unoccupied orbital energy ... 0.438 eV


Entry d
The following is a quantum chemistry calculation of C6H6N2 as an isolated structure, from the Open Molecules 2025 dataset.

CARTESIAN COORDINATES (ANGSTROEM)
C (0.336, 0.509, -0.356)
C (0.599, -0.813, -0.178)
C (-0.627, -1.769, -0.161)
C (-1.738, -0.748, -0.041)
C (-1.139, 0.663, 0.223)
C (2.075, -0.978, -0.014)
H (2.034, 1.268, -0.576)
H (0.913, 2.465, -0.789)
H (-0.733, -2.882, -0.298)
H (-2.755, -0.930, 0.507)
H (-2.057, 1.634, -0.229)
H (-1.328, 0.772, 1.610)
N (1.126, 1.598, 0.037)
N (3.293, -0.790, 0.265)

Values from the calculation:
Kohn-Sham gap ... 7.97 eV
M ... 106.1 g/mol
Lowest unoccupied orbital energy ... -0.589 eV


The structure with the greatest stability is entry a.


Entry a
The following is a quantum chemistry calculation of a 5-piece molecular cluster, C5H20O5 overall, from the Open Molecules 2025 dataset.

CARTESIAN COORDINATES (ANGSTROEM)
C (1.507, 0.855, 3.421)
O (1.102, -0.449, 3.175)
H (2.546, 1.021, 3.824)
H (1.393, 1.480, 2.532)
H (0.836, 1.224, 4.229)
H (1.630, -0.727, 2.401)
C (-3.716, 0.026, -1.553)
O (-2.493, -0.323, -2.295)
H (-4.192, -0.932, -1.278)
H (-3.403, 0.808, -0.905)
H (-4.397, 0.404, -2.279)
H (-1.791, 0.072, -1.794)
C (0.701, -0.062, -3.291)
O (0.469, -0.660, -1.976)
H (1.758, 0.177, -3.189)
H (0.501, -0.727, -4.146)
H (0.101, 0.830, -3.582)
H (-0.318, -1.179, -2.075)
C (-1.515, 0.764, 1.342)
O (-1.764, -0.608, 1.182)
H (-2.479, 1.285, 1.499)
H (-0.882, 1.165, 2.154)
H (-1.081, 1.144, 0.378)
H (-0.925, -1.099, 1.089)
C (3.093, -0.608, 0.236)
O (1.813, -1.096, 0.648)
H (2.930, 0.402, -0.204)
H (3.759, -0.539, 1.069)
H (3.459, -1.355, -0.427)
H (1.357, -1.291, -0.186)

Values from the calculation:
Kohn-Sham gap ... 10.51 eV
M ... 160.2 g/mol
Structure (SMILES) ... CO.CO.CO.CO.CO
Lowest unoccupied orbital energy ... 0.681 eV


Entry b
The following is a quantum chemistry calculation of a 5-piece molecular cluster, C5H20O5 overall, from the Open Molecules 2025 dataset.

CARTESIAN COORDINATES (ANGSTROEM)
C (-17.617, -5.076, -19.665)
O (-16.659, -5.300, -20.654)
H (-18.290, -4.317, -20.066)
H (-18.155, -5.982, -19.388)
H (-17.171, -4.617, -18.782)
H (-17.012, -5.857, -21.351)
C (-13.862, -9.575, -21.951)
O (-14.672, -9.626, -23.142)
H (-13.125, -10.375, -22.002)
H (-13.339, -8.619, -21.929)
H (-14.431, -9.467, -21.027)
H (-15.280, -8.889, -23.047)
C (-17.812, -12.958, -23.626)
O (-16.794, -12.672, -24.606)
H (-18.661, -12.310, -23.842)
H (-18.060, -13.972, -23.940)
H (-17.463, -13.005, -22.595)
H (-16.375, -11.838, -24.383)
C (-9.878, -13.153, -24.782)
O (-10.675, -12.722, -25.949)
H (-8.889, -13.423, -25.153)
H (-9.850, -12.283, -24.127)
H (-10.257, -13.989, -24.195)
H (-11.309, -13.393, -26.211)
C (-18.001, -5.632, -24.614)
O (-17.760, -6.960, -24.167)
H (-18.783, -5.705, -25.370)
H (-18.307, -4.870, -23.897)
H (-17.139, -5.231, -25.146)
H (-18.518, -7.490, -24.423)

Values from the calculation:
Kohn-Sham gap ... 10.63 eV
M ... 160.2 g/mol
Structure (SMILES) ... CO.CO.CO.CO.CO
Lowest unoccupied orbital energy ... 0.388 eV


Entry c
The following is a quantum chemistry calculation of a 5-piece molecular cluster, C5H20O5 overall, from the Open Molecules 2025 dataset.

CARTESIAN COORDINATES (ANGSTROEM)
C (4.864, -2.638, -0.562)
O (3.779, -2.993, 0.325)
H (5.252, -1.621, -0.507)
H (5.727, -3.304, -0.567)
H (4.466, -2.727, -1.573)
H (3.044, -2.387, 0.211)
C (-0.710, 7.088, 3.264)
O (0.612, 6.847, 2.778)
H (-1.036, 8.125, 3.338)
H (-1.426, 6.750, 2.515)
H (-0.988, 6.546, 4.168)
H (1.251, 7.300, 3.333)
C (-0.675, -5.904, -1.017)
O (-1.583, -4.786, -1.087)
H (0.355, -5.633, -1.252)
H (-0.690, -6.221, 0.025)
H (-0.875, -6.778, -1.637)
H (-1.296, -4.050, -0.542)
C (-1.699, 1.106, 2.655)
O (-1.585, 0.182, 1.573)
H (-2.630, 1.668, 2.576)
H (-1.690, 0.562, 3.600)
H (-1.007, 1.947, 2.707)
H (-1.192, 0.572, 0.789)
C (-1.857, -0.201, -4.361)
O (-1.350, 0.533, -3.296)
H (-2.926, -0.321, -4.536)
H (-1.276, 0.074, -5.242)
H (-1.483, -1.205, -4.166)
H (-1.375, 1.468, -3.511)

Values from the calculation:
Kohn-Sham gap ... 10.58 eV
M ... 160.2 g/mol
Structure (SMILES) ... CO.CO.CO.CO.CO
Lowest unoccupied orbital energy ... 0.411 eV


The structure with the greatest stability is entry a.


Entry a
The following is a quantum chemistry calculation of an isolated ion of composition C3H10NS and charge +1, from the Open Molecules 2025 dataset.

CARTESIAN COORDINATES (ANGSTROEM)
C (1.427, 0.748, -0.311)
N (1.576, 0.457, 1.060)
H (2.153, 0.387, -1.042)
H (1.010, 1.738, -0.484)
H (1.682, 1.253, 1.675)
H (2.398, -0.111, 1.261)
C (-1.851, 0.655, 0.137)
S (-0.397, -0.112, -0.701)
C (-0.352, -1.672, 0.227)
H (-2.733, 0.039, -0.019)
H (-1.513, 0.655, 1.165)
H (-1.994, 1.674, -0.211)
H (0.655, -1.961, 0.562)
H (-0.818, -2.526, -0.257)
H (-0.962, -1.616, 1.126)

Values from the calculation:
Total charge ... +1
Kohn-Sham gap ... 10.50 eV
M ... 92.2 g/mol
Lowest unoccupied orbital energy ... -3.735 eV


Entry b
The following is a quantum chemistry calculation of C3H10NS as an isolated structure, from the Open Molecules 2025 dataset.

CARTESIAN COORDINATES (ANGSTROEM)
C (0.584, 0.932, 0.786)
C (0.607, 0.065, -1.440)
C (-0.506, -1.591, 0.529)
N (-0.198, 0.170, -0.136)
S (-1.786, 0.838, -0.367)
H (0.227, 0.792, 1.902)
H (1.614, 0.810, 0.698)
H (0.408, 1.986, 0.575)
H (1.607, -0.281, -1.057)
H (0.175, -0.837, -1.977)
H (0.682, 0.947, -2.076)
H (0.539, -1.850, 0.950)
H (-1.358, -1.513, 1.272)
H (-0.722, -2.060, -0.304)
H (-1.873, 1.593, 0.645)

Values from the calculation:
Total charge ... +1
Kohn-Sham gap ... 10.28 eV
M ... 92.2 g/mol
Lowest unoccupied orbital energy ... -4.141 eV


The structure with the greatest stability is entry a.


Entry a
The following is a quantum chemistry calculation of a 2-piece molecular cluster, C3H10NS overall, from the Open Molecules 2025 dataset.

CARTESIAN COORDINATES (ANGSTROEM)
C (-0.075, 0.576, 2.892)
N (0.606, 0.719, 1.826)
H (0.279, 0.070, 3.785)
H (-1.057, 1.052, 2.923)
H (0.048, 0.690, 0.910)
H (1.606, 0.903, 1.858)
C (0.893, -0.606, -1.725)
C (-0.573, -0.288, -1.936)
S (-1.408, 0.356, -0.402)
H (1.398, -0.845, -2.658)
H (1.419, 0.170, -1.164)
H (1.030, -1.460, -1.052)
H (-1.096, -1.211, -2.162)
H (-0.731, 0.479, -2.684)
H (-2.339, -0.605, -0.410)

Values from the calculation:
Total charge ... +1
Kohn-Sham gap ... 7.87 eV
M ... 92.2 g/mol
Lowest unoccupied orbital energy ... -5.735 eV


Entry b
The following is a quantum chemistry calculation of a 2-piece molecular cluster, C3H10NS overall, from the Open Molecules 2025 dataset.

CARTESIAN COORDINATES (ANGSTROEM)
C (0.611, 1.757, 0.213)
N (1.146, 0.848, -0.630)
H (-0.086, 2.590, -0.117)
H (1.359, 1.963, 1.124)
H (1.109, 0.881, -1.662)
H (1.933, 0.284, -0.289)
C (-0.361, -1.536, -0.836)
C (-0.493, -1.103, 0.698)
S (-1.337, 0.602, 1.170)
H (-1.144, -2.026, -1.301)
H (-0.344, -0.648, -1.440)
H (0.505, -2.224, -0.901)
H (0.542, -0.961, 0.928)
H (-1.161, -1.639, 1.169)
H (-2.278, 1.212, 1.873)

Values from the calculation:
Total charge ... +1
Kohn-Sham gap ... 9.30 eV
M ... 92.2 g/mol
Lowest unoccupied orbital energy ... -4.610 eV


The structure with the greatest stability is entry a.


Entry a
The following is a quantum chemistry calculation of an isolated ion of composition C2HO3S2 and charge -1, from the Open Molecules 2025 dataset.

CARTESIAN COORDINATES (ANGSTROEM)
C (-0.352, 1.026, 0.035)
C (0.270, -0.424, 0.002)
O (-1.589, 0.881, 0.014)
O (0.404, 1.959, -0.018)
O (-0.699, -1.376, -0.060)
S (1.715, -0.733, -1.080)
S (1.676, -0.675, 1.045)
H (-1.424, -0.659, 0.062)

Values from the calculation:
Total charge ... -1
Kohn-Sham gap ... 7.57 eV
M ... 137.2 g/mol
Structure (SMILES) ... O=C([O-])C1(O)SS1
Lowest unoccupied orbital energy ... 3.296 eV


Entry b
The following is a quantum chemistry calculation of a 2-piece molecular cluster, C2HO3S2 overall, from the Open Molecules 2025 dataset.

CARTESIAN COORDINATES (ANGSTROEM)
C (0.057, -0.403, 0.067)
C (-0.117, -0.019, 3.543)
O (-1.243, 0.238, 3.267)
O (-0.852, -1.397, -0.303)
O (-2.563, 0.716, 0.026)
S (1.041, -0.976, 1.513)
S (-1.732, -0.290, 0.695)
H (0.487, 0.011, -0.805)

Values from the calculation:
Total charge ... -1
Kohn-Sham gap ... 7.02 eV
M ... 137.2 g/mol
Lowest unoccupied orbital energy ... 3.760 eV


The structure with the greatest stability is entry a.